1.
110
Properties=species:S:1:pos:R:3 method="wB97M-V/def2-TZVPD" s_squared=6.01 charge=0 spin_multiplicity=5 total_energy_ha=-4268.8337 lumo_energy_ev="0.09 / 0.09" e_homo_ha="-0.20809 / -0.25404" max_force_ev_per_a=3.29
Cr 12.1583 -11.1443 -0.9742
S 14.8178 -10.9257 -2.5968
O 13.7094 -10.2919 -1.8052
O 14.1577 -11.6428 -3.6965
O 15.7654 -9.8938 -3.0603
O 15.5287 -11.8267 -1.6757
O 10.4256 -11.9481 0.1010
P 9.4382 -12.4004 1.1090
N 7.8685 -12.6589 0.5114
C 7.5775 -12.4091 -0.8940
C 6.6869 -12.8336 1.3477
N 9.2432 -11.3874 2.4180
C 10.4641 -11.1594 3.1959
C 8.4913 -10.1514 2.2357
N 9.8951 -13.8653 1.8626
C 10.6178 -14.8401 1.0559
C 9.1918 -14.3776 3.0093
H 7.0396 -13.2323 -1.3668
H 8.4723 -12.1507 -1.4574
H 6.9381 -11.5164 -0.9422
H 6.8663 -13.5866 2.1144
H 5.7797 -13.0371 0.7909
H 6.5423 -11.9562 1.9906
H 10.2368 -10.5289 4.0538
H 10.7967 -12.1113 3.6148
H 11.2897 -10.7836 2.5861
H 8.9072 -9.4644 1.4938
H 7.4582 -10.3435 1.9333
H 8.3480 -9.6522 3.1945
H 11.2347 -15.4611 1.7050
H 9.8756 -15.3758 0.4533
H 11.3136 -14.3547 0.3704
H 8.2813 -14.9441 2.7824
H 8.8674 -13.5894 3.6920
H 9.8230 -15.0220 3.6259
O 10.7503 -10.4360 -2.3381
P 9.8881 -9.7002 -3.2812
N 8.4409 -9.1743 -2.5795
C 8.4054 -9.0218 -1.1441
C 7.3193 -8.6478 -3.3415
N 9.4313 -10.4891 -4.6764
C 8.2071 -11.2998 -4.7370
C 10.2986 -10.6126 -5.8576
N 10.6749 -8.3097 -3.7739
C 10.1383 -7.4318 -4.8159
C 11.8130 -7.7747 -3.0236
H 7.3927 -9.0245 -0.7314
H 8.8546 -8.0627 -0.8476
H 8.9417 -9.8568 -0.6905
H 7.5166 -8.8313 -4.3933
H 7.1874 -7.5897 -3.0887
H 6.3854 -9.1382 -3.0429
H 8.4050 -12.2895 -5.1431
H 7.8452 -11.4192 -3.7159
H 7.4339 -10.8068 -5.3324
H 11.2530 -11.0605 -5.5650
H 9.8987 -11.2828 -6.6140
H 10.5197 -9.6427 -6.2989
H 10.6903 -6.5023 -4.8879
H 10.1154 -7.9064 -5.7995
H 9.1099 -7.1449 -4.5698
H 12.1521 -6.8102 -3.3864
H 12.6639 -8.4602 -3.0403
H 11.4916 -7.6035 -1.9856
O 11.8641 -9.5026 0.3793
C 12.1258 -8.5928 1.1116
O 13.1631 -8.6173 1.9641
C 13.2628 -7.3493 2.6478
C 11.8381 -6.8073 2.6451
C 11.3716 -7.2961 1.2932
H 13.9909 -6.7646 2.0886
H 13.5371 -7.5618 3.6791
H 11.8164 -5.7174 2.6845
H 11.2689 -7.1684 3.4991
H 11.6193 -6.6401 0.4565
H 10.2961 -7.4758 1.2784
C 13.6412 -12.9119 2.7534
C 14.0678 -11.8805 1.7103
C 15.5604 -11.6099 1.6565
O 16.0696 -11.0759 2.8707
C 17.3239 -10.4776 2.6441
N 13.5622 -12.2770 0.3689
H 14.2823 -13.7965 2.6477
H 12.6388 -13.2597 2.5003
H 13.7913 -12.5314 3.7616
H 13.6341 -10.9146 1.9839
H 15.7206 -10.8524 0.8811
H 16.1030 -12.5058 1.3265
H 17.6602 -10.0272 3.5781
H 17.3070 -9.6952 1.8804
H 18.0661 -11.2304 2.3601
H 14.4017 -12.1512 -0.2421
H 13.6212 -13.3008 0.3803
C 12.0021 -14.2794 -4.2957
C 11.3293 -13.4981 -3.1427
C 10.2705 -14.3434 -2.4591
O 9.2744 -14.7762 -3.3561
C 8.4237 -15.7244 -2.7711
N 12.3297 -13.0011 -2.1608
H 12.6828 -13.6037 -4.8120
H 11.2508 -14.6666 -4.9824
H 12.5748 -15.0984 -3.8559
H 10.8411 -12.6009 -3.5215
H 9.7882 -13.8191 -1.6278
H 10.8116 -15.1991 -2.0188
H 7.6410 -15.9562 -3.4902
H 7.9522 -15.3500 -1.8528
H 8.9273 -16.6505 -2.4729
H 12.6436 -13.8423 -1.6766
H 13.0901 -12.7095 -2.8096

***

2.
100
Properties=species:S:1:pos:R:3 method="wB97M-V/def2-TZVPD" e_above_lowest_kj_mol=0.0 smiles="CCC[C@@H](C)OC(=O)OOCC.CCO.CCO.CCO.CCO.CCO.CCO.CCO.CCO" charge=0 total_energy_ha=-1855.4921 lumo_energy_ev=0.47 e_homo_ha=-0.35286 max_force_ev_per_a=5.39
C -0.2819 1.3959 1.6178
C -1.6528 0.9626 2.1263
C -2.2590 -0.1879 1.3044
C -1.5461 -1.4913 1.6559
C -2.2762 -2.2213 2.7839
O -1.4709 -2.4225 0.5514
C -0.4111 -2.2489 -0.2344
O -0.4757 -1.7036 -1.2405
O 0.7708 -2.8123 0.0780
O 0.9123 -3.0566 1.4500
C 1.9130 -2.2027 2.0085
C 2.6707 -1.3692 0.9902
H 0.3882 0.5432 1.5360
H 0.1240 2.1024 2.3384
H -0.3109 1.8599 0.6361
H -1.6413 0.7130 3.1848
H -2.3056 1.8307 2.0372
H -3.3104 -0.2260 1.5888
H -2.2371 0.0569 0.2439
H -0.5753 -1.2364 2.0662
H -3.3152 -2.3869 2.4903
H -1.7419 -3.1580 2.9125
H -2.1753 -1.6511 3.7031
H 2.6440 -2.8201 2.5250
H 1.5069 -1.5142 2.7547
H 3.1297 -1.9846 0.2244
H 3.4796 -0.8203 1.4669
H 2.0300 -0.6414 0.5073
C 3.2087 -1.0230 -4.1768
C 4.0848 -1.0874 -2.9407
O 3.6244 -0.1593 -1.9554
H 3.2120 -0.0129 -4.5915
H 3.5570 -1.7194 -4.9417
H 2.1725 -1.2657 -3.9280
H 5.1139 -0.8231 -3.1860
H 4.0780 -2.0925 -2.5157
H 2.7170 -0.4000 -1.7339
C 6.5510 -5.5644 -1.7966
C 5.8572 -4.2268 -1.6186
O 4.6407 -4.1759 -2.3610
H 6.7644 -5.7445 -2.8507
H 7.4874 -5.5980 -1.2373
H 5.9108 -6.3802 -1.4523
H 6.4893 -3.4173 -1.9814
H 5.6373 -4.0457 -0.5610
H 4.0705 -4.8830 -2.0378
C 0.9581 2.7781 -4.0826
C 1.6163 3.0021 -5.4319
O 1.9941 4.3681 -5.5801
H 0.0782 3.4150 -3.9798
H 0.6551 1.7365 -3.9597
H 1.6423 3.0398 -3.2720
H 0.9263 2.7618 -6.2399
H 2.5056 2.3715 -5.5370
H 2.6124 4.5771 -4.8680
C -6.3812 -4.0933 0.2499
C -6.0408 -4.4587 1.6826
O -5.9641 -3.2871 2.4989
H -5.6318 -3.4137 -0.1587
H -6.4303 -4.9828 -0.3803
H -7.3447 -3.5785 0.2014
H -5.0711 -4.9526 1.7303
H -6.7919 -5.1344 2.0964
H -6.8228 -2.8520 2.4677
C -10.5837 -6.6967 0.8233
C -9.8162 -7.3075 1.9812
O -8.8171 -6.4121 2.4644
H -9.9040 -6.4413 0.0093
H -11.3402 -7.3867 0.4464
H -11.0790 -5.7730 1.1328
H -9.3071 -8.2165 1.6649
H -10.4949 -7.5606 2.8022
H -9.2626 -5.6091 2.7573
C 3.3503 2.9772 4.5914
C 1.9067 3.4445 4.5432
O 1.0126 2.3386 4.4577
H 3.5879 2.3872 3.7047
H 4.0359 3.8248 4.6443
H 3.5216 2.3373 5.4607
H 1.7346 4.0617 3.6666
H 1.6634 4.0326 5.4350
H 1.1545 1.7923 5.2391
C 3.5980 8.6284 -3.6820
C 2.7442 7.4093 -3.3873
O 3.5662 6.2887 -3.0552
H 4.2824 8.4224 -4.5056
H 2.9784 9.4869 -3.9459
H 4.2074 8.8926 -2.8139
H 2.1541 7.1339 -4.2602
H 2.0589 7.6071 -2.5564
H 4.0809 6.5268 -2.2766
C 0.5272 6.4177 0.4655
C 0.4629 5.5764 1.7273
O 0.7788 4.2136 1.4518
H -0.1632 6.0306 -0.2847
H 0.2732 7.4585 0.6742
H 1.5293 6.3839 0.0302
H -0.5414 5.5943 2.1484
H 1.1595 5.9614 2.4811
H 1.6717 4.1882 1.0873

***

3.
127
Properties=species:S:1:pos:R:3 method="wB97M-V/def2-TZVPD" e_above_lowest_kj_mol=513.8 charge=-1 total_energy_ha=-8952.6446 lumo_energy_ev=1.31 e_homo_ha=-0.21909 max_force_ev_per_a=4.30
As 0.3911 -0.1543 0.5150
F 1.5515 0.2075 1.9086
F 0.3326 -1.9198 0.9269
F -0.8427 -0.4683 -0.8169
F 0.4741 1.5473 0.0128
F 1.7660 -0.4608 -0.5984
F -0.9904 0.1974 1.6388
O 4.1247 -1.9304 4.1273
S 3.6306 -3.1680 3.5893
O 4.3677 -4.4379 3.7629
O 2.0656 -3.4913 4.1051
C 1.5035 -4.6937 3.7165
C 0.3963 -4.6687 2.6617
C 3.4599 -2.9797 1.7036
H 1.0574 -5.2076 4.5679
H 2.2479 -5.3693 3.2952
H -0.5729 -4.3391 3.0359
H 0.2120 -5.6822 2.3056
H 0.7454 -4.1386 1.7755
H 3.7022 -3.9907 1.3760
H 4.2872 -2.3098 1.4690
H 2.5351 -2.5035 1.3779
O -4.9229 -3.3040 0.6738
S -3.6442 -3.8681 1.0550
O -3.3262 -4.0043 2.5154
O -3.3296 -5.2459 0.1948
C -3.9625 -5.3549 -1.0362
C -5.3584 -6.0226 -0.7690
C -2.3652 -2.7863 0.1588
H -3.4121 -6.1413 -1.5527
H -4.0247 -4.4795 -1.6827
H -5.2666 -6.9880 -0.2713
H -5.8776 -6.2225 -1.7063
H -5.9150 -5.3828 -0.0841
H -1.6156 -3.5059 -0.1705
H -1.9250 -2.1161 0.8972
H -2.8146 -2.3022 -0.7083
O -4.0361 2.2756 -2.4032
S -3.0257 3.3571 -2.2081
O -3.0194 4.6529 -2.8919
O -3.0061 3.6406 -0.5487
C -2.9553 2.5572 0.3626
C -3.2744 3.1144 1.7408
C -1.3364 2.6527 -2.4582
H -1.9744 2.0819 0.3480
H -3.6565 1.7581 0.1222
H -2.3270 3.5258 2.0891
H -3.5289 2.3528 2.4778
H -4.0704 3.8587 1.7621
H -1.0553 1.8314 -1.7990
H -0.8462 3.5928 -2.2054
H -1.1371 2.4864 -3.5169
O -2.9977 1.0603 -5.2692
S -3.2967 -0.3704 -5.0824
O -4.2773 -1.0896 -5.9537
O -1.8574 -1.2384 -5.1291
C -0.7179 -0.6568 -4.5252
C 0.2026 -1.7678 -3.9211
C -3.7110 -0.7305 -3.2885
H -1.1184 0.0250 -3.7750
H -0.1323 -0.0232 -5.1914
H 0.4677 -2.3792 -4.7836
H -0.2382 -2.3936 -3.1451
H 1.1013 -1.4210 -3.4111
H -4.0018 -1.7787 -3.2190
H -4.5778 -0.1204 -3.0347
H -2.8321 -0.4139 -2.7269
O 1.9559 6.7025 3.0640
S 1.2316 5.6731 2.3214
O -0.1451 5.2495 2.6757
O 1.2682 6.1418 0.7674
C 0.3657 5.5471 -0.1299
C 0.1998 6.3682 -1.3826
C 2.3268 4.1686 2.0814
H -0.6095 5.4056 0.3361
H 0.7282 4.5578 -0.4089
H 0.9759 6.1284 -2.1094
H 0.3142 7.4167 -1.1075
H -0.7434 6.2105 -1.9056
H 3.2425 4.3634 1.5231
H 1.7467 3.2938 1.7875
H 2.7054 3.9190 3.0727
O 1.3135 2.1787 -5.1336
S 1.8516 3.3756 -4.4555
O 0.9547 4.4579 -4.1233
O 2.6616 2.9030 -3.1052
C 3.2197 1.5813 -3.0704
C 4.2503 1.5638 -1.9762
C 3.3438 4.1537 -5.3616
H 3.7520 1.2700 -3.9692
H 2.4620 0.8176 -2.8952
H 3.8529 1.8253 -0.9955
H 5.0219 2.2850 -2.2457
H 4.6355 0.5484 -1.8836
H 2.9871 4.9779 -5.9792
H 3.7747 3.4332 -6.0569
H 4.1069 4.3400 -4.6059
C -1.0426 -1.7391 4.3787
S -2.5728 -1.5594 5.3283
O -2.1046 -1.0095 6.6378
C -3.3576 -0.3363 4.1708
H -1.1129 -1.5363 3.3100
H -0.5733 -2.7127 4.5198
H -0.2802 -1.1158 4.8459
H -3.1302 0.6281 4.6251
H -4.3951 -0.6634 4.1034
H -3.0752 -0.2638 3.1205
C 0.3029 1.9519 4.3846
S -0.8529 2.1532 5.8276
O -0.7361 1.1783 6.9855
C -0.2188 3.6611 6.6117
H 1.2807 1.5395 4.6337
H 0.4713 2.9504 3.9812
H -0.0995 1.2690 3.6364
H -0.4540 4.5803 6.0752
H 0.8576 3.5416 6.7346
H -0.5957 3.6221 7.6337
C 5.1890 -5.1994 -3.4982
S 3.8074 -4.4455 -2.4399
O 4.0803 -4.8268 -0.9593
C 4.2038 -2.6541 -2.6689
H 6.0111 -4.4869 -3.4296
H 4.8977 -5.1928 -4.5485
H 5.5282 -6.1785 -3.1600
H 4.3899 -2.2681 -3.6711
H 5.0344 -2.3851 -2.0163
H 3.3472 -2.1137 -2.2661

***

4.
122
Properties=species:S:1:pos:R:3 method="wB97M-V/def2-TZVPD" charge=-1 total_energy_ha=-3106.9176 lumo_energy_ev=0.90 e_homo_ha=-0.24683 max_force_ev_per_a=7.11
O 16.7344 19.5084 -17.3094
C 15.8087 19.8776 -16.5258
O 14.5031 19.8383 -16.6751
B 13.8643 19.9689 -15.3160
O 15.0168 20.1283 -14.3886
C 16.1454 20.0783 -15.0370
O 17.2958 20.2495 -14.5670
O 13.0115 18.8178 -14.9308
C 11.7638 19.1964 -14.6294
O 10.8754 18.4332 -14.1786
C 11.7142 20.7561 -14.7594
O 12.9452 21.1083 -15.2275
O 10.7202 21.4282 -14.5146
O 15.0778 18.8327 -19.4047
H 15.7004 18.8265 -18.6777
H 14.8383 19.7537 -19.5077
O 18.6016 21.6305 -19.3175
H 17.6900 21.4714 -19.5624
H 18.7529 21.0540 -18.5685
O 19.6812 19.0666 -16.9789
H 19.9723 18.4323 -16.3238
H 18.7293 19.0924 -16.8815
C 7.3810 19.7578 -16.4051
O 6.9413 18.9404 -15.6275
N 6.6217 20.3229 -17.3368
N 8.6176 20.2321 -16.4422
H 5.7081 19.9799 -17.5970
H 6.9988 21.0227 -17.9599
H 8.8515 21.0539 -16.9808
H 9.2798 19.8255 -15.7970
C 8.8099 19.4897 -11.3388
O 8.8781 19.7061 -10.1456
N 9.5464 18.5452 -11.8870
N 8.2046 20.1783 -12.2556
H 9.8332 17.8295 -11.2346
H 9.7247 18.4855 -12.8794
H 7.8484 21.0734 -11.9522
H 8.2659 19.8976 -13.2239
C 7.9912 23.6657 -13.0128
O 7.5818 22.8624 -12.2281
N 8.8692 23.5003 -13.9579
N 7.5451 24.9041 -13.0694
H 9.2823 22.5936 -14.1231
H 9.0810 24.3260 -14.4996
H 6.7534 25.1171 -12.4796
H 7.9100 25.5650 -13.7404
C 21.0764 22.2037 -14.4057
O 22.0357 22.6135 -15.0856
N 20.6261 22.6749 -13.2982
N 20.2436 21.2918 -14.8934
H 21.0996 23.5107 -12.9862
H 19.9195 22.3107 -12.6751
H 19.5841 20.9349 -14.2168
H 20.3799 20.9308 -15.8268
C 11.5362 16.8922 -18.7633
O 10.7712 16.0340 -19.0959
N 12.5777 17.1894 -19.4174
N 11.4588 17.5308 -17.6720
H 13.2876 17.8411 -19.1152
H 12.7156 16.6284 -20.2459
H 12.1850 18.1946 -17.4438
H 10.8098 17.2184 -16.9640
C 12.3667 15.2241 -14.8932
C 12.6509 15.0489 -13.3847
C 14.1348 15.0498 -13.0456
O 12.2003 16.1483 -12.7094
H 11.3337 15.3540 -15.2160
H 12.7954 14.3953 -15.4565
H 12.8284 16.1655 -15.1909
H 12.1057 14.1441 -13.1161
H 14.4340 14.9048 -12.0075
H 14.6930 15.8914 -13.4556
H 14.6954 14.2157 -13.4676
H 11.8299 16.7152 -13.3898
C 12.8652 24.1921 -13.9777
C 13.0105 25.7269 -13.8454
C 13.1445 26.1513 -12.3772
O 14.2314 26.0036 -14.4649
H 13.2655 23.9115 -14.9519
H 11.8328 23.8733 -13.8340
H 13.5760 23.7026 -13.3119
H 12.2019 26.2542 -14.3517
H 12.1373 26.0787 -11.9668
H 13.4183 27.2057 -12.3408
H 13.7830 25.5297 -11.7496
H 14.4872 26.9005 -14.2373
C 16.7117 23.8406 -14.5750
C 17.1164 24.5588 -15.8256
C 17.5742 23.5933 -16.9402
O 15.9893 25.2168 -16.2397
H 17.5543 23.3009 -14.1429
H 15.9979 23.0247 -14.6889
H 16.3810 24.5776 -13.8431
H 17.8413 25.3716 -15.7819
H 18.0767 24.2067 -17.6881
H 16.7347 23.1717 -17.4929
H 18.0911 22.7364 -16.5080
H 15.4988 25.5459 -15.4830
C 16.5372 15.5706 -19.0964
C 16.7220 15.9492 -17.6070
C 15.4702 15.9765 -16.7446
O 17.7243 15.2349 -17.0631
H 16.2773 14.5149 -19.1740
H 17.4937 15.6083 -19.6177
H 15.7404 16.1402 -19.5746
H 17.0923 16.9629 -17.4538
H 14.7980 16.7356 -17.1447
H 15.7458 16.2284 -15.7206
H 15.1318 14.9409 -16.7136
H 18.5296 15.4332 -17.5466
C 15.0624 17.3388 -10.6033
C 14.8352 18.4078 -11.7192
C 13.7163 19.4606 -11.3917
O 15.9985 19.1074 -11.7779
H 14.1014 16.8486 -10.4474
H 15.2496 17.8820 -9.6770
H 15.8774 16.6342 -10.7686
H 14.6422 17.9407 -12.6849
H 12.7776 18.9569 -11.1611
H 13.5567 20.0692 -12.2818
H 13.8462 20.0958 -10.5154
H 15.7424 19.8155 -12.3734